Record 1
The following is a DFT calculation (ωB97M-V/def2-TZVPD) of C59H42FN8P2Zr as an isolated structure in a non-equilibrium geometry.

Each line ends with the Mulliken charge.
Element x y z (Å)
Zr 0.36472 -1.16360 -0.13475  1.271
C -4.21523 -5.29155 -1.85209  -0.674
C -3.80558 -5.01436 -3.17706  -0.653
C -2.60759 -4.36817 -3.44966  -0.449
C -1.82388 -3.97906 -2.37602  0.498
C -0.61127 -3.19481 -2.31184  -0.202
N -0.29425 -3.02087 -0.92527  -0.315
C -1.18579 -3.75245 -0.17223  0.545
N -1.10928 -3.97962 1.09146  -0.376
C -0.16893 -3.50144 1.85485  -0.567
C 0.18173 -4.06730 3.15754  0.591
C -0.34575 -5.13870 3.86017  -0.237
C 0.36369 -5.47111 5.01485  -0.690
C 1.44588 -4.74523 5.49669  -0.827
C 1.93423 -3.63950 4.81733  0.179
C 1.28903 -3.32340 3.62078  0.127
C 1.55134 -2.27720 2.61634  -0.473
N 2.51667 -1.40525 2.73544  -0.457
C 2.90930 -0.59151 1.75126  -0.056
N 2.39698 -0.56224 0.49911  0.108
C 3.17735 0.29015 -0.26467  -0.525
N 3.16783 0.37804 -1.56569  -0.191
C 2.42783 -0.33835 -2.40169  -0.826
N 1.39410 -1.21084 -2.08104  0.666
C 1.10004 -1.93525 -3.22348  -0.912
N 0.05909 -2.74810 -3.30657  -0.226
C 1.93469 -1.51823 -4.31029  0.631
C 2.08044 -2.03429 -5.59061  0.024
C 3.09111 -1.45796 -6.35142  -0.785
C 3.93996 -0.44075 -5.86081  -0.746
C 3.76866 0.09721 -4.61576  -0.382
C 2.75310 -0.47088 -3.83830  0.271
C 4.13898 0.92382 0.57711  0.614
C 5.16333 1.84086 0.29649  -0.839
C 6.00491 2.13102 1.36494  -0.604
C 5.83153 1.59108 2.66441  -0.731
C 4.84419 0.66732 2.92012  -0.299
C 4.00661 0.34644 1.85503  0.647
N 0.67099 -2.47887 1.56670  0.125
C -2.22269 -4.29577 -1.05195  0.010
C -3.40777 -4.95438 -0.77169  -0.236
H -5.15508 -5.80626 -1.70377  0.419
H -4.44639 -5.30655 -3.98582  0.424
H -2.26108 -4.19634 -4.45249  0.571
H -1.19117 -5.69546 3.53332  0.618
H 0.03982 -6.35513 5.51722  0.473
H 1.92867 -5.04359 6.40591  0.456
H 2.72709 -3.00976 5.19456  0.575
H 1.43562 -2.80192 -5.98906  0.555
H 3.26340 -1.81938 -7.35437  0.442
H 4.69685 -0.05419 -6.53073  0.436
H 4.37962 0.88807 -4.18613  0.550
H 5.31653 2.23640 -0.67404  0.632
H 6.81443 2.84020 1.22457  0.426
H 6.53108 1.84190 3.45354  0.420
H 4.74248 0.18723 3.87996  0.582
H -3.68265 -5.22120 0.22783  0.587
C 0.89471 2.90765 0.54491  -1.020
C 0.28802 1.98346 1.64204  0.124
P -1.44567 2.37300 2.21369  0.469
C -1.82680 0.87260 3.19407  0.228
C -0.88876 0.19355 3.90512  0.378
C -1.14432 -1.06315 4.43610  -1.105
C -2.37744 -1.66411 4.26634  -0.587
C -3.37052 -0.96467 3.57861  -0.835
C -3.09526 0.29109 3.06141  -0.572
C -1.25672 3.76582 3.37917  0.381
C -1.42643 5.03691 2.81364  -0.204
C -1.39667 6.17822 3.59585  -0.783
C -1.26757 6.03492 4.99450  -0.435
C -1.07222 4.79944 5.54819  -0.803
C -1.05652 3.65844 4.73843  -0.174
C 0.30721 2.99832 -0.89567  -1.534
P -0.59380 1.53945 -1.59491  1.763
C -2.28570 2.22641 -1.78036  0.773
C -2.98453 2.05359 -2.99285  -0.486
C -4.23045 2.63582 -3.17267  -0.952
C -4.77917 3.49588 -2.23478  -0.663
C -4.11732 3.65242 -1.02212  -1.005
C -2.87574 3.04927 -0.83614  0.428
C -0.20829 1.37247 -3.37904  1.002
C -0.74532 0.18719 -3.89052  -1.417
C -0.68052 -0.07910 -5.23866  -0.372
C -0.11752 0.86041 -6.10203  -0.874
C 0.38766 2.05310 -5.59417  -0.960
C 0.34750 2.32707 -4.21371  -0.899
H 1.98101 2.63734 0.46605  0.087
H 0.79164 3.92955 0.91583  0.725
H 0.93286 1.90768 2.51429  1.008
H 0.21299 0.95966 1.23570  -0.853
H 0.09639 0.66836 3.99788  0.343
H -0.38625 -1.58156 5.01650  0.561
H -2.57959 -2.63466 4.68819  0.475
H -4.33300 -1.36359 3.35612  0.449
H -3.81392 0.77235 2.43618  0.425
H -1.54201 5.10152 1.74476  0.291
H -1.49264 7.15124 3.15750  0.431
H -1.25226 6.94361 5.60842  0.352
H -0.95482 4.72968 6.62765  0.394
H -0.86677 2.68904 5.19642  0.284
H 1.11546 3.24750 -1.59355  0.486
H -0.43061 3.80274 -0.96263  0.904
H -2.62289 1.46605 -3.81851  0.348
H -4.71839 2.44688 -4.08879  0.509
H -5.71994 4.01332 -2.39170  0.374
H -4.53117 4.24312 -0.22804  0.515
H -2.39456 3.11272 0.11456  -0.097
H -1.21713 -0.54893 -3.26183  0.684
H -1.07607 -1.02872 -5.61050  0.449
H -0.15390 0.69522 -7.16410  0.446
H 0.85753 2.79534 -6.25100  0.404
H 0.67345 3.26369 -3.86942  0.651
F -1.40677 -0.77351 0.51134  -0.705

Properties
energy above the lowest of the compared OMol25 structures with the same formula, charge and spin	0.0	kcal per mole
gap between HOMO and LUMO (spin up / spin down)	4.63 / 4.70	eV
net charge	+1
E_LUMO (spin up / spin down)	-4.36 / -4.33	eV

=====

Record 2
The following is a DFT calculation (ωB97M-V/def2-TZVPD) of a 10-piece molecular cluster, C59H44Cl18N4S overall.

Each line ends with the Mulliken charge.
Element x y z (Å)
C 4.18177 -3.28984 1.67815  0.159
C 3.98496 -2.73906 0.26371  -0.455
S 2.83196 -1.34838 0.13529  -0.072
C 1.57399 -1.63431 1.37956  -0.191
C 0.91562 -2.98833 1.34232  -0.132
N 1.07311 -3.75852 0.26471  0.413
N 0.50056 -4.94034 0.28825  -0.854
C -0.17913 -5.25518 1.38188  -0.040
N -0.37716 -4.48541 2.44542  -0.468
N 0.19544 -3.30553 2.42001  0.096
H 4.14286 -2.52331 2.45221  0.307
H 3.47526 -4.10124 1.86769  0.245
H 5.17254 -3.75354 1.72635  -0.784
H 4.93425 -2.36013 -0.11912  0.542
H 3.64144 -3.53096 -0.40293  0.238
H 0.78289 -0.90695 1.13045  0.235
H 1.88933 -1.41375 2.39911  0.339
H -0.62235 -6.24245 1.40905  0.468
Cl 7.45119 -4.12667 1.44641  -0.263
C 8.00107 -5.68022 1.98457  0.108
C 9.06870 -6.26824 1.32514  -0.283
C 9.53902 -7.50421 1.73584  -0.669
C 8.94243 -8.15344 2.80709  -0.433
C 7.87355 -7.56656 3.46468  -0.475
C 7.39971 -6.32970 3.05475  0.357
Cl 6.06127 -5.62937 3.89880  -0.195
H 9.52925 -5.75040 0.49279  0.513
H 10.37328 -7.95857 1.21841  0.426
H 9.30858 -9.11766 3.13289  0.377
H 7.40400 -8.06781 4.29948  0.403
Cl 0.90176 1.18739 0.39684  -0.145
C -0.42588 2.17271 0.90940  0.035
C -1.11984 2.89453 -0.04979  -0.308
C -2.18864 3.69005 0.32059  -0.521
C -2.57023 3.76524 1.65368  -0.186
C -1.87656 3.04571 2.61262  -0.592
C -0.80195 2.24850 2.24282  0.394
Cl 0.04358 1.36382 3.46668  -0.207
H -0.81964 2.83119 -1.08741  0.415
H -2.72682 4.25078 -0.43248  0.365
H -3.40868 4.38441 1.94564  0.348
H -2.16749 3.09992 3.65250  0.417
Cl 3.23214 -3.03510 -6.73084  -0.228
C 2.10058 -2.42732 -5.57025  0.109
C 0.87940 -1.94654 -6.01976  -0.048
C -0.04860 -1.46079 -5.11455  -0.330
C 0.24260 -1.45165 -3.75652  -0.789
C 1.46337 -1.92735 -3.30624  0.052
C 2.39225 -2.41565 -4.21268  0.203
Cl 3.90877 -2.99718 -3.61113  -0.215
H 0.65074 -1.95287 -7.07728  -0.018
H -1.00079 -1.09023 -5.47254  0.435
H -0.48367 -1.07500 -3.04757  0.501
H 1.70060 -1.92098 -2.25067  0.274
Cl -3.48928 3.74210 -3.93918  -0.194
C -2.03103 4.66700 -3.83308  0.359
C -2.12198 6.04705 -3.72422  -0.450
C -0.97255 6.81331 -3.63115  -0.506
C 0.27304 6.20072 -3.64650  -0.495
C 0.36629 4.82389 -3.75858  -0.502
C -0.78393 4.05369 -3.85266  0.191
Cl -0.62406 2.33735 -3.99717  -0.074
H -3.09496 6.51840 -3.71175  0.449
H -1.04969 7.88871 -3.54643  0.386
H 1.17338 6.79509 -3.57153  0.384
H 1.33358 4.34115 -3.77286  0.425
Cl 11.00602 -3.96942 -0.30301  -0.192
C 11.51700 -3.01489 1.04738  0.339
C 11.32593 -1.64183 0.99285  -0.479
C 11.71294 -0.84362 2.05511  -0.482
C 12.29337 -1.41767 3.17784  -0.463
C 12.48859 -2.78682 3.23188  -0.442
C 12.10264 -3.58899 2.16743  0.367
Cl 12.37664 -5.29238 2.27360  -0.188
H 10.87130 -1.20134 0.11657  0.409
H 11.56060 0.22591 2.00650  0.376
H 12.59517 -0.79898 4.01194  0.367
H 12.94289 -3.23919 4.10221  0.411
Cl -5.26419 7.06092 1.70162  -0.184
C -6.50472 5.85908 1.83323  0.286
C -7.27249 5.81768 2.98753  -0.577
C -8.27620 4.87373 3.11957  -0.552
C -8.51364 3.96685 2.09560  -0.490
C -7.74537 4.00470 0.94403  -0.479
C -6.73950 4.95039 0.81014  0.265
Cl -5.79654 4.96684 -0.63912  -0.122
H -7.08657 6.52529 3.78275  0.639
H -8.87238 4.84830 4.02157  0.382
H -9.29820 3.22890 2.19302  0.382
H -7.92496 3.30008 0.14411  0.434
Cl 0.48223 -3.63740 -9.67958  -0.171
C -1.24243 -3.53062 -9.67398  0.265
C -1.98403 -4.61877 -10.11097  -0.423
C -3.36729 -4.56292 -10.10831  -0.468
C -4.01536 -3.41735 -9.66640  -0.457
C -3.27761 -2.32942 -9.23229  -0.473
C -1.89164 -2.38368 -9.23726  0.405
Cl -0.99971 -1.00519 -8.69275  -0.178
H -1.47415 -5.50895 -10.45168  0.403
H -3.93949 -5.41452 -10.45037  0.365
H -5.09581 -3.37065 -9.65960  0.365
H -3.77576 -1.43371 -8.88833  0.400
Cl -11.95674 9.75241 4.25268  -0.204
C -10.78730 9.65239 2.98363  0.462
C -11.10173 10.18505 1.74158  -0.481
C -10.18424 10.12453 0.70656  -0.397
C -8.94575 9.53143 0.91078  -0.611
C -8.63103 8.99717 2.14814  -0.345
C -9.55065 9.05451 3.18541  0.107
Cl -9.12451 8.36903 4.71703  -0.205
H -12.06702 10.64706 1.58896  0.400
H -10.43608 10.54144 -0.25909  0.371
H -8.22318 9.48425 0.10719  0.395
H -7.66766 8.53521 2.31002  0.511
Cl -4.41463 -2.79516 8.81575  -0.205
C -3.34061 -3.11528 7.49672  0.208
C -3.63918 -2.58573 6.24947  -0.404
C -2.79675 -2.81895 5.17585  -0.629
C -1.64958 -3.58317 5.34335  0.057
C -1.35314 -4.11360 6.58759  -0.581
C -2.19663 -3.88302 7.66544  0.287
Cl -1.79178 -4.56906 9.20163  -0.204
H -4.53280 -1.99022 6.12374  0.403
H -3.03456 -2.40318 4.20568  0.389
H -0.98942 -3.76216 4.50816  0.388
H -0.46262 -4.71090 6.72645  0.402

Properties
gap between HOMO and LUMO	7.70	eV
SMILES	CCSCc1nncnn1.Clc1ccccc1Cl.Clc1ccccc1Cl.Clc1ccccc1Cl.Clc1ccccc1Cl.Clc1ccccc1Cl.Clc1ccccc1Cl.Clc1ccccc1Cl.Clc1ccccc1Cl.Clc1ccccc1Cl
E_LUMO	-0.83	eV